Entry from the Open Molecules 2025 dataset: one molecule with the formula C6H15ClO2Si in a non-equilibrium geometry (ωB97M-V/def2-TZVPD).

```
25
Properties=species:S:1:pos:R:3:forces:R:3:mulliken_charge:R:1
C 2.9211 0.3986 -0.3820 0.84 0.65 0.47 -0.717
O 1.6849 0.6932 -0.9195 -2.09 -0.36 -0.49 -0.434
Si 0.3935 -0.3037 -0.6539 -0.52 -1.21 -0.54 0.708
C -0.1534 -1.0006 -2.3592 0.39 2.27 2.03 -1.419
C -1.1106 0.5301 0.0416 -0.31 -0.39 1.73 -0.569
C -0.6745 1.3795 1.2965 -0.37 -0.76 -1.28 -0.808
C -1.7824 2.2477 1.8958 -0.59 -1.29 1.20 -0.583
Cl -2.5946 3.4153 0.7623 0.69 -0.57 0.46 -0.212
O 0.8191 -1.4802 0.5258 -0.55 -0.85 -1.44 -0.385
C 0.0430 -2.6849 0.2897 -1.83 -0.43 -0.46 -0.770
H 3.6919 0.8452 -0.9896 0.39 -0.44 -0.69 0.268
H 3.0017 0.9762 0.5102 0.25 0.07 1.29 0.275
H 3.0355 -0.6553 -0.1746 0.43 -0.23 -0.04 0.324
H -0.7237 -0.1919 -2.7776 -0.36 0.70 -0.24 0.343
H -0.7880 -1.8066 -2.4003 -1.44 -2.07 0.25 0.503
H 0.6219 -1.1411 -3.0248 1.93 -0.48 -1.32 0.381
H -1.6728 1.0386 -0.7449 0.13 0.46 0.32 0.534
H -1.8128 -0.2385 0.4694 0.57 0.30 -0.72 0.256
H -0.0991 0.6964 1.9891 -1.33 0.62 -0.08 0.351
H 0.1169 1.9827 0.9436 0.84 1.33 -0.33 0.400
H -1.4058 2.7668 2.7751 0.06 0.56 -0.31 0.381
H -2.6022 1.6161 2.3279 0.56 0.42 -0.73 0.292
H 0.1182 -3.5492 0.9985 1.06 1.07 -0.42 0.308
H 0.0136 -3.0565 -0.7734 1.07 0.21 1.00 0.290
H -1.0415 -2.4779 0.3743 0.18 0.44 0.33 0.284
```
Forces are in eV/Å.

Output
**Spin multiplicity**: 1
**HOMO-LUMO gap**: 0.3925 Ha
**Calculated total energy**: -1137.8192 Ha
**Total charge**: 0
**Relative energy (zero: lowest compared OMol25 entry of this formula, charge and spin)**: 109.4 kJ/mol
**SMILES**: CO[Si](C)(CCCCl)OC
**HOMO**: -9.83 eV
**LUMO level**: 0.85 eV
**Max |F|**: 0.060 hartree/bohr